Record 1
# C2H3Cl2NS

C2H3Cl2NS in the gas phase (ωB97M-V with the def2-TZVPD basis set, the Open Molecules 2025 dataset).

Atoms and positions in Å:
1 Cl -1.89252 0.64131 0.74423
2 H 1.50911 0.89638 0.99800
3 H -0.10953 -0.41166 1.88809
4 H -0.85931 -0.22206 -1.69701
5 N 1.17799 0.68716 -0.95406
6 S 0.23965 0.26543 -2.26792
7 Cl -0.53231 -1.96756 0.18921
8 C -0.35722 -0.36422 0.82057
9 C 0.82415 0.47521 0.27889

relative energy (zero: lowest compared OMol25 entry of this formula, charge and spin) = 22.3 kcal/mol
SMILES string = S/N=C\C(Cl)Cl
E_HOMO = -9.2 eV
2S+1 = 1
E_tot = -1451.288178 a.u.
E_LUMO = 0.007 Eh

---

Record 2
# C2H3Cl2O2Si

2 unconnected molecules or ions with the total composition C2H3Cl2O2Si (ωB97M-V with the def2-TZVPD basis set, the Open Molecules 2025 dataset).

Atoms and positions in Å:
1 C -0.22804 0.57253 0.06002
2 H -0.50913 -0.43023 -0.31584
3 C 3.44580 -1.72326 -0.16990
4 O 4.30698 -1.70762 0.70613
5 O 3.19716 -2.52283 -1.05768
6 Si 2.50348 0.15083 -0.06201
7 H -0.04276 1.47469 -0.55549
8 H -0.21801 0.64240 1.13318
9 Cl 3.04464 0.93506 1.70201
10 Cl 3.29365 1.46728 -1.47460

relative energy (zero: lowest compared OMol25 entry of this formula, charge and spin) = 54.4 kcal/mol
E_HOMO = -3.8 eV
2S+1 = 1
E_tot = -1438.469736 a.u.
net charge = -1
E_LUMO = 0.122 Eh

---

Record 3
# C2H3Cl2PS

A molecular structure, C2H3Cl2PS (ωB97M-V with the def2-TZVPD basis set, the Open Molecules 2025 dataset).

Atoms and positions in Å:
1 H -0.73049 -1.03420 -0.88765
2 H 0.75409 0.36517 -0.41760
3 Cl -3.11089 1.44227 0.90066
4 S 0.76314 -1.16344 1.51262
5 Cl -3.84472 -1.42272 -0.05277
6 P -2.64364 0.11049 -0.49159
7 C -1.03192 -0.64148 0.07466
8 C 0.12155 0.18047 0.41143
9 H -0.12687 1.03623 1.06505

relative energy (zero: lowest compared OMol25 entry of this formula, charge and spin) = 62.9 kcal/mol
E_HOMO (alpha / beta) = -9.1 / -9.1 eV
2S+1 = 1
E_tot = -1737.867076 a.u.
E_LUMO (alpha / beta) = -0.067 / -0.068 Eh

---

Record 4
# C2H3Cl3

C2H3Cl3 in the gas phase (ωB97M-V with the def2-TZVPD basis set, the Open Molecules 2025 dataset).

Atoms and positions in Å:
1 H -0.06925 -1.28742 -0.97849
2 Cl -0.81441 0.69480 -1.88691
3 C -0.35742 -0.34669 -0.53476
4 Cl -1.77951 -0.75103 0.37723
5 H -0.09058 0.97481 1.12036
6 C 0.46548 0.39361 0.44043
7 Cl 1.45346 -0.68551 1.52247
8 H 1.19224 1.00743 -0.06033

relative energy (zero: lowest compared OMol25 entry of this formula, charge and spin) = 7.3 kcal/mol
SMILES string = ClCC(Cl)Cl
E_HOMO = -11.1 eV
2S+1 = 1
E_tot = -1458.573142 a.u.
E_LUMO = 0.030 Eh

---

Record 5
# C2H3Cl3N2

C2H3Cl3N2 in the gas phase (ωB97M-V with the def2-TZVPD basis set, the Open Molecules 2025 dataset).

Atoms and positions in Å:
1 N 1.84587 0.75667 -0.40615
2 H 0.28586 -1.31268 -0.62931
3 Cl 4.17923 -0.63186 -1.09996
4 Cl 2.90904 1.97522 0.34197
5 H 0.16554 1.57180 0.45442
6 C -0.13720 -0.43884 -0.15863
7 Cl 2.90833 -0.94754 1.42576
8 H -1.11894 -0.55285 0.17193
9 N 2.65330 -0.73255 -0.22874
10 C 0.49648 0.72633 0.00734

expectation value of S² = 2.03
relative energy (zero: lowest compared OMol25 entry of this formula, charge and spin) = 73.9 kcal/mol
E_HOMO (alpha / beta) = -6.4 / -9.4 eV
2S+1 = 3
E_tot = -1567.789416 a.u.
E_LUMO (alpha / beta) = -0.004 / -0.107 Eh

---

Record 6
# C2H3Cl3N2O

C2H3Cl3N2O in the gas phase (ωB97M-V with the def2-TZVPD basis set, the Open Molecules 2025 dataset).

Atoms and positions in Å:
1 Cl -2.16781 1.25065 -0.26435
2 Cl -1.63715 -0.81840 1.56430
3 N 1.03784 -0.95608 -0.17258
4 H -0.23258 2.18280 -0.23766
5 Cl -1.74825 -1.57894 -1.20047
6 C 0.17627 0.18155 -0.28698
7 H 2.39015 0.55758 0.37270
8 H 0.51728 -1.40477 0.54351
9 O 2.32575 -0.49578 0.09711
10 N 0.57428 1.37137 -0.38307
11 C -1.23579 -0.28997 -0.03251

relative energy (zero: lowest compared OMol25 entry of this formula, charge and spin) = 5.2 kcal/mol
SMILES string = [H]/N=C(/NO)C(Cl)(Cl)Cl
E_HOMO = -9.9 eV
2S+1 = 1
E_tot = -1643.216541 a.u.
E_LUMO = 0.008 Eh

---

Record 7
# C2H3Cl3O3S

C2H3Cl3O3S in the gas phase (ωB97M-V with the def2-TZVPD basis set, the Open Molecules 2025 dataset).

Atoms and positions in Å:
1 Cl 1.87360 1.21643 -1.29727
2 O -0.98207 -1.69697 1.04333
3 H -2.77420 -0.25795 -0.08073
4 O 0.26310 -1.28669 -1.03469
5 Cl 2.71628 -1.16872 0.14919
6 S -0.46174 -0.76808 0.09173
7 O 0.57525 0.19495 0.87663
8 H -1.96441 1.16377 0.39845
9 C -1.92140 0.33539 -0.35597
10 C 1.99771 0.40541 0.24143
11 Cl 2.70355 1.37171 1.43919
12 H -2.02567 0.49073 -1.47129

relative energy (zero: lowest compared OMol25 entry of this formula, charge and spin) = 0.0 kcal/mol
SMILES string = CS(=O)(=O)OC(Cl)(Cl)Cl
E_HOMO = -11.1 eV
2S+1 = 1
E_tot = -2082.429390 a.u.
E_LUMO = 0.015 Eh

---

Record 8
# C2H3Cl3Si

A molecular structure, C2H3Cl3Si (ωB97M-V with the def2-TZVPD basis set, the Open Molecules 2025 dataset).

Atoms and positions in Å:
1 Cl 1.30591 -0.45138 -1.72436
2 C -1.17066 -1.24153 -0.20769
3 C 0.18586 0.41263 -0.90125
4 H -0.10420 0.27769 1.77885
5 Cl -2.83999 -1.12581 0.09166
6 H 2.28449 1.05631 0.65264
7 H 0.54721 2.50733 0.78028
8 Si 0.74174 1.05743 0.82630
9 Cl -0.95036 -2.49268 -1.29643

relative energy (zero: lowest compared OMol25 entry of this formula, charge and spin) = 237.3 kcal/mol
E_HOMO (alpha / beta) = -8.1 / -8.9 eV
2S+1 = 1
E_tot = -1747.828038 a.u.
E_LUMO (alpha / beta) = -0.052 / -0.043 Eh